Record 1
A cluster of 21 separate species, C11H64NO20 in total at a distorted geometry. Source: the OMol25 dataset; level of theory: wB97M-V/def2-TZVPD.

Structure (XYZ):
```
96
Properties=species:S:1:pos:R:3
H 0.54865 2.38190 4.51206
O 1.94196 0.12435 -3.79210
H -2.13414 -0.80451 3.94769
O 2.67952 -7.30497 0.38600
H 1.84209 -2.76083 -0.36338
H 1.56499 3.88134 -1.48160
H -4.09022 -0.02099 1.12320
H -1.15031 -1.57027 1.26268
C 0.96733 -2.49468 -1.00336
H -2.98762 -0.84874 2.87709
H -4.81492 4.41528 -3.53547
H -1.93324 1.53738 -2.80629
H -4.09881 -1.25762 0.76315
H -5.52253 1.83697 -3.95258
O 0.49354 4.64886 -3.45619
H -0.86966 -4.20456 2.57734
H 0.27473 -4.13186 4.57740
O -3.59884 -0.81613 1.39368
H 1.43587 4.62990 -3.92894
O -0.11559 -1.00080 5.18106
O 0.95002 2.83822 3.79805
H 1.05663 0.72177 -4.12538
H -1.07084 0.31736 -4.98104
H -1.71909 -1.25577 -0.84357
H -2.57267 3.06135 -0.34633
H -5.24758 1.35828 1.12253
O -6.24568 1.54673 -3.44668
H -3.80081 4.13669 -4.59985
O 0.06559 4.06360 1.47748
O -4.44744 1.83853 0.92577
C 1.60949 -0.35893 -0.16310
H 1.97324 -7.24137 1.15286
H 0.77560 1.31568 0.79904
H 4.77402 -0.25898 4.99000
H 4.35379 -0.31977 2.97059
H -3.07732 0.95054 -1.68182
H -3.36222 3.38822 -1.76952
H 0.20361 -2.66742 4.15815
C 0.48270 -0.45981 2.00312
H 2.29610 -0.53756 -4.37546
H -0.05488 -5.82666 -1.94628
H -1.52907 3.54588 -1.48040
H -2.05199 -0.72258 -4.25928
O 0.13517 -3.54403 3.78688
H 0.72118 -1.25187 5.51078
H -0.22750 2.54294 -4.06432
H 0.59925 3.98581 0.77097
C 0.03289 -3.68009 -1.24626
O 1.74796 3.35283 -0.71035
O -1.46185 -4.61707 1.87874
N 0.41004 -1.31042 -0.27983
H 4.22148 2.86974 4.55699
H -0.74143 -3.25461 -1.94679
H 1.08046 -0.85148 2.74240
H 1.52396 -5.04846 -1.41861
H 1.43368 -2.23300 -2.05949
C -2.11340 1.50175 -1.76839
H 4.94506 0.26152 -2.82907
C 1.44695 0.43207 1.10389
H 0.62660 2.14429 -5.15950
C -1.02036 0.83485 -0.90051
O 0.02435 1.80206 -4.53311
H 2.58057 -0.86310 0.07073
O -4.48933 3.76229 -4.12963
H 1.88965 2.61526 3.89708
O -2.97554 -1.00321 3.98141
C 0.02427 -1.58194 1.18477
C 0.71386 -4.95750 -1.78572
O 4.85438 -0.37276 2.11546
H -0.60268 -0.79439 -2.07171
H -1.79428 -5.45584 2.39381
H 3.96200 2.89393 2.90072
H -0.08766 1.34071 -0.82108
O 3.66490 2.57572 3.80910
H 2.42278 0.67253 1.78528
H 0.32595 3.29716 1.94532
O 4.43437 1.04683 -2.65396
C -2.40411 2.98132 -1.39032
H -0.44791 -0.19097 2.62017
H 2.72567 3.14777 -0.74581
H 3.59304 0.91315 4.47788
H 0.49458 -2.49066 1.40049
H 0.95820 -4.65252 -2.81392
H 3.54195 0.70344 -2.95365
H -5.81153 0.86966 -2.75998
H 0.27613 5.37530 -2.92388
C -0.78456 -0.62581 -1.08495
H -0.04272 -0.04350 5.28640
H -4.73477 2.56114 0.32735
O -1.41507 -0.58882 -4.99751
O 3.83190 -0.02706 4.54945
H -0.21723 -3.92354 -0.09575
H 4.67394 -1.21376 2.07959
H 1.78075 0.14118 -1.12002
H 3.29547 -6.65145 0.34586
H -1.41539 0.92859 0.08226
```

Values from the calculation:
- frontier orbital gap (eV) = 9.94
- total charge = +1
- relative energy (zero: lowest compared OMol25 entry of this formula, charge and spin) (kJ/mol) = 96.5

Record 2
A structure of composition C17H15I2OSTi. Source: the OMol25 dataset; level of theory: wB97M-V/def2-TZVPD.

Structure (XYZ):
```
37
Properties=species:S:1:pos:R:3
C 1.53129 1.96030 -4.21817
C 1.09702 -2.28153 1.70355
C 1.29509 -0.46127 -4.06923
S 0.81099 1.17938 -0.46253
C 1.38190 -0.26359 0.40100
C 2.47918 -2.41128 1.78148
H -1.84425 -1.08812 3.75085
H 3.41702 0.34637 0.04580
C 3.30380 -1.46874 1.18458
H 4.37894 -1.56461 1.25681
C -3.47176 1.35614 2.17220
H 1.28296 3.04147 -2.37876
H 1.72999 2.84422 -4.80792
O -0.80526 0.97386 -0.11456
H -4.30545 1.82699 1.66605
C 1.04370 0.89755 -2.12446
H -0.36419 1.12725 3.36615
H 2.90895 -3.25128 2.31074
C 2.76113 -0.38938 0.49738
I -3.53394 -1.36065 -0.65627
Ti -1.92337 0.16585 1.00239
I -6.02818 -1.12388 0.23071
C -3.46919 0.05509 2.74000
C 0.55467 -1.20779 1.01148
C 1.05127 -0.37791 -2.72037
C -1.39578 0.99677 3.06719
C -2.19638 1.94764 2.40660
H 1.32095 -1.42351 -4.56151
H -0.54995 -1.27002 0.92287
H -1.89251 2.93769 2.09524
H 0.90352 -1.27068 -2.12488
H 0.45083 -3.01746 2.16277
H 1.73584 0.61806 -5.87120
H -4.29842 -0.63780 2.74678
C -2.17643 -0.18192 3.26114
C 1.53386 0.70454 -4.81104
C 1.28217 2.07226 -2.86289
```

Values from the calculation:
- frontier orbital gap (eV) = 6.13
- total charge = +3

Record 3
A cluster of 2 separate species, C6H12O in total. Source: the OMol25 dataset; level of theory: wB97M-V/def2-TZVPD.

Structure (XYZ):
```
19
Properties=species:S:1:pos:R:3
H 1.73951 -1.10378 0.43840
H -1.04524 0.72798 -1.82202
C -1.18106 -2.02875 0.80775
H -0.96042 -2.25783 -0.25160
C 0.12320 1.16998 0.01353
H 2.57857 0.28743 1.12414
C 2.29328 -0.19492 0.18279
H 0.07198 0.74612 1.02496
C -1.12653 0.77624 -0.73449
H 0.11526 2.26156 0.14154
H -2.44722 0.55874 0.90316
H 3.21535 -0.47653 -0.33812
C -2.30727 0.51210 -0.17616
O -0.31706 -1.78314 1.61296
H 1.20889 0.23321 -1.62018
H -3.17780 0.25740 -0.77675
H 2.03067 1.62034 -0.94063
C 1.43927 0.73710 -0.67343
H -2.25340 -2.04325 1.08417
```

Values from the calculation:
- frontier orbital gap (eV) = 10.70
- SMILES = C=CCCC.C=O
- relative energy (zero: lowest compared OMol25 entry of this formula, charge and spin) (kJ/mol) = 181.8